{
  "formula": "C42H43Br2FNO14PS2",
  "method": "ωB97M-V/def2-TZVPD",
  "e_homo_ha": -0.3160,
  "mol_weight_g_mol": 1059.7,
  "spin_multiplicity": 1,
  "lumo_energy_ha": -0.03343,
  "max_force_ev_per_a": 1.82,
  "orbital_gap_ev": 7.7,
  "symbols": ["O", "H", "H", "H", "H", "H", "C", "O", "C", "H", "H", "H", "H", "H", "C", "C", "H", "H", "H", "C", "N", "C", "C", "C", "C", "C", "S", "C", "H", "C", "H", "O", "C", "Br", "H", "C", "C", "O", "H", "C", "H", "O", "Br", "C", "H", "H", "C", "H", "C", "H", "C", "H", "H", "H", "O", "O", "O", "C", "H", "O", "H", "H", "C", "C", "H", "H", "H", "S", "C", "C", "C", "O", "O", "C", "C", "H", "O", "H", "C", "C", "H", "H", "C", "C", "C", "H", "H", "C", "H", "C", "F", "O", "P", "H", "H", "C", "C", "H", "O", "C", "C", "C", "H", "C", "C", "H"],
  "coordinates": [[1.5645, 2.3426, 0.5282], [4.3021, 3.7028, -2.4434], [-8.0036, 4.3178, -1.2758], [4.8304, -3.7021, 6.6620], [-12.9072, -0.9962, -4.3545], [-11.0187, 2.8778, -0.5325], [4.6704, 2.9313, -1.7656], [8.2021, -1.7860, -4.2308], [-0.7372, -0.3292, 0.5802], [-4.0078, -0.2856, 4.2306], [8.2046, 1.8767, -3.3649], [3.8354, 2.2966, -1.4673], [-9.9658, 4.0981, 0.2176], [3.8389, 4.1126, 0.9215], [3.4557, 0.0231, 0.7879], [-1.6692, -4.1381, -0.7662], [-0.2964, 2.3320, 2.6759], [5.6705, 2.7598, 0.1252], [5.2831, -5.1591, 5.8314], [9.4928, 0.6001, -2.1927], [4.4426, -3.3604, -0.4150], [5.4532, -1.9802, 4.6857], [5.9591, -3.3136, 2.3474], [-12.2757, -1.9707, -1.5181], [1.5692, -1.0718, -0.1910], [2.1204, 0.0334, 0.4230], [6.1777, -2.7938, -2.4892], [4.4859, 4.5617, 0.1717], [5.2791, -0.2234, 3.5234], [5.9407, -4.0054, 3.5472], [11.2085, 1.8722, -3.9428], [-12.3288, 2.6029, -2.1824], [8.6173, -0.7921, -3.7247], [-3.3368, -1.6243, -1.4110], [-1.1841, -5.0798, -0.4811], [5.3270, 3.5454, -0.5548], [-8.7914, 1.9440, 1.4828], [6.4707, 4.3388, -0.9219], [-0.9560, -3.5976, -1.3858], [-0.7551, 1.4667, 2.2144], [-2.7060, -4.0677, 1.0465], [5.4823, 5.3929, 0.7846], [-0.4394, -3.3988, 1.7382], [10.2326, 2.3559, -3.8757], [-7.3100, 2.9197, -2.0771], [-4.1274, -2.0401, 2.8249], [-8.2459, 3.3521, -1.7218], [-9.1538, 1.4842, -1.1788], [-8.8974, 2.4413, -0.7120], [5.3876, 2.3295, -2.3256], [-12.4209, 1.4444, -2.4383], [10.5499, 0.3366, -2.1121], [6.1617, -3.8922, 1.4530], [1.8327, -3.0327, -0.9683], [-0.2956, -1.3000, -1.6059], [-10.0751, 2.3131, 1.2427], [7.5447, 6.0253, 0.1260], [-1.9711, 0.9856, 2.6523], [6.5751, -4.1662, 6.5506], [-8.0153, 2.1668, 0.3890], [-3.6268, -2.0991, 0.9478], [-2.5873, -4.4103, -1.2835], [-1.9935, -3.4116, 0.5454], [-2.5565, -0.1372, 2.0884], [-11.2779, -0.7254, -3.6956], [6.0589, -0.1527, 1.1667], [-11.1850, -1.9496, -1.5419], [-5.7315, 0.0860, 2.0202], [5.1174, -3.2253, -1.4282], [-10.0852, 3.0334, -0.0003], [5.7212, -1.9522, 2.2891], [-8.3970, 1.4880, 2.5059], [-12.4584, 0.4561, -1.5129], [6.5942, 5.3242, 0.0086], [-12.3378, -0.4854, -3.5816], [-12.6212, -2.8800, -2.0096], [-12.4942, 0.9364, -3.6919], [9.1788, 1.1090, -1.2840], [3.6540, -2.1932, -0.1149], [4.2184, -1.0929, 0.5343], [-13.9468, -0.7945, -2.1752], [10.2970, 3.1840, -3.1700], [-1.9756, -0.8230, 1.0157], [5.6147, -4.1373, 6.0347], [5.6826, -1.1594, 0.9827], [6.1121, -5.0769, 3.5779], [3.8858, 5.1805, -0.4994], [1.2205, 1.1998, 0.7029], [-8.9055, 3.5135, -2.5747], [0.0926, -0.9605, -0.5166], [3.9950, 1.0881, 1.3942], [8.7392, -0.6053, -2.3858], [-4.1451, -0.6252, 2.8656], [-12.5716, -2.0046, -0.4698], [-2.4518, 1.4952, 3.4830], [5.6670, -3.3504, 4.7423], [-0.1492, 0.7804, 1.1818], [10.0045, 2.7550, -4.8637], [9.0293, 0.3053, -4.4028], [2.3193, -2.1944, -0.4850], [5.4735, -1.2922, 3.4880], [-12.8541, -0.7503, -2.1892], [5.2423, -1.4633, 5.6188], [9.1726, 1.3733, -3.4473], [-2.6915, -2.0137, 0.4049], [6.3058, -1.6595, 0.2422]],
  "atomic_forces_ev_per_a": [[-0.10, 0.17, 0.36], [-0.04, 0.03, 0.07], [-0.08, -0.01, 0.03], [0.36, -0.01, 0.26], [-0.05, 0.19, -0.06], [-0.01, -0.05, 0.24], [0.21, 0.07, -0.26], [0.09, 0.10, 0.01], [-0.04, -0.37, -0.40], [0.34, -0.19, -0.18], [-0.02, -0.07, 0.05], [0.01, 0.03, 0.06], [0.15, -0.01, -0.07], [0.08, 0.11, 0.10], [-0.51, -0.44, -0.52], [0.78, -0.50, 0.81], [0.05, -0.04, -0.14], [-0.01, 0.08, 0.07], [0.24, 0.02, 0.01], [-0.13, 0.04, 0.26], [-0.24, 0.39, -0.86], [-0.16, -0.12, 0.57], [0.24, -0.61, -0.37], [0.19, 0.14, 0.28], [-0.71, 0.09, 0.19], [-0.09, 0.88, 0.52], [-0.42, -0.70, -0.21], [-0.22, -0.07, 0.36], [0.05, -0.06, -0.23], [-0.17, 0.11, 0.31], [-0.02, -0.04, 0.08], [-0.04, -0.01, -0.15], [0.04, -0.01, -0.15], [-0.06, 0.04, 0.35], [-0.09, 0.08, -0.09], [-0.32, -0.28, -0.41], [0.01, 0.00, 0.08], [0.02, 0.10, 0.27], [-0.35, 0.11, -0.16], [-0.31, -0.03, -0.11], [0.12, 0.23, 0.27], [0.15, -0.08, -0.24], [-0.12, -0.01, -0.11], [0.13, -0.13, -0.30], [-0.07, -0.06, -0.06], [0.32, 0.17, 0.52], [0.34, 0.04, 0.09], [-0.06, -0.02, 0.07], [0.18, 0.38, -0.36], [-0.02, -0.09, 0.08], [-0.02, 0.02, 0.02], [0.02, 0.08, -0.10], [-0.01, 0.23, -0.09], [0.27, -0.06, 0.00], [-0.30, -0.16, 0.29], [0.25, 0.02, -0.05], [0.04, 0.00, -0.02], [0.15, 0.35, 0.46], [-0.11, 0.08, 0.07], [-0.22, -0.13, 0.12], [-0.01, -0.04, -0.25], [0.07, 0.32, -0.16], [-0.64, -0.21, -0.94], [-0.50, -0.44, 0.53], [-0.01, -0.06, 0.11], [0.03, -0.08, -0.13], [-0.01, 0.02, -0.08], [0.25, -0.01, 0.11], [0.78, 0.62, 0.82], [-0.38, -0.08, 0.01], [0.14, 0.60, 0.02], [-0.16, 0.08, 0.02], [-0.08, 0.18, -0.23], [0.02, 0.06, 0.04], [-0.14, -0.03, -0.24], [-0.04, 0.03, -0.02], [0.05, -0.01, 0.16], [-0.13, -0.15, 0.02], [-0.79, -0.28, 0.05], [1.79, -0.33, -0.01], [0.00, 0.08, -0.06], [-0.06, -0.02, 0.02], [0.12, 0.49, -0.36], [-0.68, 0.23, -0.35], [-0.59, -0.47, 0.56], [0.03, 0.07, -0.18], [0.03, -0.10, -0.10], [0.02, -0.51, -0.23], [-0.04, -0.03, 0.03], [0.74, -0.18, -0.13], [0.11, 0.02, 0.06], [0.05, 0.02, -0.15], [-0.61, 0.01, -0.88], [-0.10, -0.04, -0.05], [-0.08, -0.12, -0.08], [0.30, -0.45, -0.11], [0.68, 0.30, -0.28], [-0.08, 0.07, 0.06], [-0.16, -0.17, 0.22], [-0.28, 0.19, -0.02], [-0.07, 0.20, 0.22], [0.17, -0.56, 0.17], [0.02, 0.11, -0.16], [0.38, 0.42, -0.07], [0.23, 0.00, 0.49], [-0.07, 0.19, -0.10]],
  "lowdin_charge": [0.14, 0.09, 0.09, 0.08, 0.14, 0.10, -0.01, 0.08, -0.07, -0.01, 0.15, 0.08, 0.14, 0.13, -0.16, -0.19, 0.13, 0.15, 0.07, -0.09, 0.10, -0.05, -0.04, -0.02, -0.10, -0.02, 0.89, -0.09, 0.11, -0.04, 0.09, 0.15, -0.58, 0.79, 0.07, -0.34, -0.57, 0.07, 0.06, 0.02, 0.08, 0.07, 0.79, -0.02, 0.09, -0.02, -0.02, 0.16, -0.33, 0.08, -0.55, 0.14, 0.11, 0.13, 0.09, 0.07, 0.16, -0.08, 0.08, 0.06, 0.01, 0.06, -0.70, -0.34, 0.14, 0.12, 0.09, 0.24, -0.71, -0.09, -0.21, 0.09, 0.09, -0.56, -0.09, 0.09, 0.07, 0.14, -0.19, -0.06, 0.16, 0.09, -0.26, -0.05, -0.05, 0.11, 0.14, -0.26, 0.09, -0.29, 0.10, 0.03, 0.37, 0.09, 0.11, -0.28, -0.07, 0.09, 0.09, 0.05, -0.04, -0.33, 0.11, -0.33, -0.64, 0.09]
}

{
  "formula": "C27H19F12IrNO5S",
  "method": "ωB97M-V/def2-TZVPD",
  "e_homo_ha": -0.1572,
  "mol_weight_g_mol": 889.7,
  "spin_multiplicity": 1,
  "lumo_energy_ha": 0.08972,
  "max_force_ev_per_a": 1.55,
  "total_charge": -1,
  "orbital_gap_ev": 6.7,
  "symbols": ["H", "F", "C", "C", "H", "N", "F", "H", "C", "H", "C", "C", "C", "H", "C", "F", "O", "F", "C", "C", "F", "H", "F", "O", "C", "O", "F", "C", "C", "F", "C", "C", "C", "C", "H", "O", "C", "H", "H", "F", "C", "C", "C", "H", "F", "C", "H", "S", "H", "C", "C", "O", "C", "C", "H", "C", "H", "F", "Ir", "H", "H", "H", "F", "H", "C", "H"],
  "coordinates": [[-1.0061, -2.1569, 7.1715], [2.2579, -2.6785, -2.5384], [5.3891, -0.4491, -0.7511], [2.7891, 0.2329, 0.2132], [-1.3210, -5.3279, 4.3236], [1.5609, 0.6419, 0.6606], [-1.7257, 4.6244, 0.1001], [7.0038, -1.8503, -1.0283], [1.9793, -2.1398, -0.2404], [7.5210, -0.1726, -0.8774], [3.0739, -1.0725, -0.2487], [-0.5349, 2.5027, 0.0217], [-1.4727, -1.5684, 5.1685], [3.0365, 1.2371, 2.7544], [2.1820, -3.2379, -1.3299], [3.2802, -4.0133, -1.1861], [-3.3519, -0.2713, 2.8731], [2.9398, -3.7011, 1.3475], [2.2611, 1.9686, 2.5670], [1.0774, 3.9657, 3.1971], [-0.6348, 3.1942, -2.2825], [4.5706, -2.3727, -1.0432], [1.1619, 2.2019, -1.6347], [-0.9411, 0.1607, 2.6137], [-1.1926, -2.4955, 6.1590], [0.7306, -1.6551, -0.5730], [1.1465, -4.0863, -1.3361], [-1.6972, -2.0062, 3.8747], [0.1995, 3.0339, -1.2418], [2.0181, -1.9163, 2.1426], [-0.8361, -4.8624, 6.9507], [3.8414, 1.1720, 0.1305], [-1.1394, -3.8564, 5.8745], [1.9353, -2.8311, 1.1590], [3.6468, 2.1947, 0.4209], [-1.9259, -1.5822, 1.3252], [-1.6464, -3.3571, 3.5631], [-1.7147, -5.4725, 7.1714], [1.7559, 5.3445, 4.7075], [0.7765, 4.2353, -1.0254], [5.0961, 0.8391, -0.3228], [1.4338, 1.7852, 1.4560], [-1.8740, 3.2776, 0.1840], [2.7499, 3.1600, 4.2699], [-2.4327, 3.0101, 1.3675], [0.2410, 3.7733, 2.1082], [0.5627, 6.0203, 3.5976], [-2.0644, -0.8346, 2.6020], [0.0586, 4.8978, 4.8553], [4.3570, -1.3709, -0.7062], [2.0935, 3.0443, 3.4140], [-0.9632, 1.2111, -0.2340], [0.3921, 2.7039, 1.2304], [6.7443, -0.8218, -1.2856], [-1.8032, -3.6714, 2.5411], [0.8533, 5.1181, 4.1382], [-0.0379, -5.5390, 6.6424], [-2.7602, 2.9454, -0.7531], [-0.1543, -0.3509, 0.6339], [-1.5033, -0.5109, 5.3975], [-0.5283, -4.3746, 7.8751], [6.7890, -0.7382, -2.3750], [0.7892, -3.4954, 1.3627], [-0.5446, 4.4949, 1.9446], [-1.3701, -4.2727, 4.5660], [5.8613, 1.6082, -0.3578]],
  "atomic_forces_ev_per_a": [[0.00, 0.01, 0.00], [0.01, 0.04, -0.06], [-0.03, -0.02, 0.01], [0.02, 0.13, -0.29], [0.00, 0.00, 0.00], [-0.09, 0.06, 0.15], [0.02, -0.01, -0.01], [-0.01, 0.00, 0.00], [0.02, 0.27, -0.23], [-0.01, 0.00, 0.00], [0.12, -0.12, -0.03], [0.03, -0.09, 0.13], [0.00, 0.06, 0.07], [0.00, -0.01, 0.00], [-0.01, -0.05, 0.02], [0.01, 0.00, 0.01], [0.04, -0.14, 0.07], [0.08, 0.04, 0.07], [-0.03, 0.07, 0.01], [-0.05, 0.04, 0.00], [-0.03, -0.03, -0.04], [0.04, -0.02, -0.01], [0.03, -0.01, 0.00], [-0.44, 0.21, -0.46], [0.00, 0.00, 0.03], [-0.53, -0.06, 0.02], [-0.07, -0.03, 0.00], [0.00, -0.07, -0.13], [0.03, 0.11, -0.10], [-0.06, 0.03, 0.03], [-0.02, -0.03, 0.03], [-0.06, 0.01, 0.00], [0.02, -0.01, -0.05], [0.06, -0.07, 0.01], [-0.02, -0.01, -0.01], [-0.07, 0.24, -0.27], [0.04, 0.03, 0.05], [0.00, 0.00, 0.00], [0.00, -0.01, -0.01], [-0.01, 0.03, 0.02], [0.05, 0.03, -0.01], [-0.20, 0.08, 0.03], [0.02, 0.13, 0.02], [0.00, -0.01, 0.00], [-0.02, 0.00, 0.05], [0.04, 0.02, -0.03], [-0.01, -0.01, 0.00], [-0.02, 0.29, -0.06], [0.00, -0.01, -0.01], [-0.03, -0.01, 0.06], [0.06, -0.05, 0.02], [-0.11, 0.00, 0.24], [0.07, -0.20, 0.07], [0.08, -0.02, -0.01], [0.00, -0.02, 0.00], [0.00, 0.07, 0.02], [0.00, 0.00, -0.01], [-0.05, -0.06, -0.06], [1.11, -0.81, 0.71], [-0.01, 0.01, -0.02], [0.00, 0.01, -0.01], [-0.02, 0.01, 0.00], [-0.01, -0.08, -0.05], [0.00, 0.02, 0.03], [-0.01, 0.03, 0.01], [0.00, 0.00, -0.01]],
  "nbo_charge": [0.21, -0.31, -0.08, 0.29, 0.21, -0.63, -0.34, 0.21, 0.08, 0.20, -0.15, 0.07, -0.18, 0.22, 0.98, -0.34, -0.93, -0.33, -0.25, -0.07, -0.32, 0.21, -0.31, -0.96, -0.22, -0.74, -0.32, -0.28, 0.96, -0.32, -0.63, -0.28, -0.01, 0.94, 0.22, -0.99, -0.18, 0.22, 0.21, -0.33, -0.18, 0.25, 0.97, 0.20, -0.31, -0.13, 0.21, 2.38, 0.21, -0.18, -0.19, -0.66, -0.12, -0.62, 0.25, -0.62, 0.22, -0.31, 1.39, 0.23, 0.21, 0.21, -0.32, 0.21, -0.22, 0.20]
}